51
Properties=species:S:1:pos:R:3 method="wB97M-V/def2-TZVPD" spin_multiplicity=1 gap_ev=6.51 largest_force_ev_per_a=2.65 charge=0
C -1.840 -3.262 4.398
C -1.655 -1.970 3.686
C -0.711 -0.999 4.003
C -0.773 0.164 3.180
C -1.745 0.074 2.188
B 1.621 -0.826 -1.038
C -2.030 1.032 1.151
C -2.942 0.731 0.126
C -3.444 1.754 -0.656
C -3.019 3.054 -0.407
C -3.837 4.210 -0.876
F -4.048 5.103 0.151
F -3.215 4.879 -1.894
F -5.063 3.812 -1.330
C -1.848 3.296 0.312
C -1.353 2.272 1.111
O 2.915 -0.737 -0.387
C 3.150 -2.010 0.043
C 2.149 -2.913 -0.457
C 2.389 -4.288 -0.562
C 3.744 -4.658 -0.523
C 4.692 -3.807 0.070
C 4.342 -2.534 0.540
O 1.205 -2.215 -1.136
S -2.551 -1.483 2.302
H -1.565 -3.149 5.453
H -2.881 -3.584 4.332
H -1.211 -4.057 3.970
H -0.036 -1.145 4.831
H -0.163 1.048 3.333
H -3.282 -0.298 -0.012
H -4.214 1.546 -1.396
H -1.399 4.293 0.338
H -0.493 2.424 1.769
H 1.586 -4.980 -0.783
H 4.059 -5.584 -0.998
H 5.731 -4.117 0.140
H 4.983 -1.958 1.186
C 1.331 2.479 -3.096
C -0.145 2.115 -3.010
S -0.366 0.465 -2.262
C 0.474 0.231 -0.807
S 1.298 -0.287 -3.393
C 2.177 1.277 -3.492
H 1.473 3.267 -3.857
H 1.655 2.878 -2.131
H -0.748 2.781 -2.388
H -0.556 2.017 -4.020
H 0.641 1.131 -0.226
H 2.423 1.333 -4.567
H 3.096 1.194 -2.908

***

18
Properties=species:S:1:pos:R:3 method="wB97M-V/def2-TZVPD" spin_multiplicity=1 gap_ev=3.71 largest_force_ev_per_a=8.01 charge=+1
C 2.624 0.204 -0.948
C 1.311 -0.294 -0.455
Br 0.875 -2.072 -0.933
C 0.428 0.445 0.304
Br 0.882 2.267 0.692
P -1.208 -0.124 0.967
O -2.818 -0.531 1.443
N -3.421 -1.396 0.451
O -3.381 -2.493 0.802
C -2.019 0.623 -0.673
O -1.854 0.087 -1.735
O -2.652 1.615 -0.431
H 2.938 -0.447 -1.773
H 3.403 -0.006 -0.089
H 2.582 1.269 -1.256
H -1.068 0.747 2.067
H -0.831 -1.464 1.182
Pt 4.208 1.571 0.384

***

16
Properties=species:S:1:pos:R:3 method="wB97M-V/def2-TZVPD" spin_multiplicity=1 gap_ev="8.15 / 8.15" largest_force_ev_per_a=4.78 charge=0 de_lowest_kcal_mol=94.8
C -2.445 -0.926 -0.451
C -1.300 -0.722 -1.318
C -2.357 -0.254 0.708
C -0.432 0.098 -0.749
C 1.605 1.521 -0.940
C 1.991 0.811 0.060
C 2.196 -0.056 1.192
N 0.763 0.382 -1.308
S -0.953 0.740 0.809
H -3.193 -1.610 -0.625
H -1.153 -1.278 -2.350
H -2.852 -0.359 1.664
H 1.567 2.485 -1.201
H 3.141 -0.363 1.249
H 1.475 -0.865 1.211
H 1.945 0.396 2.050

***

45
Properties=species:S:1:pos:R:3 method="wB97M-V/def2-TZVPD" spin_multiplicity=1 gap_ev="4.96 / 5.02" largest_force_ev_per_a=2.68 charge=+4 de_lowest_kcal_mol=39.6
Ru 0.253 -0.735 -0.372
C 1.381 -0.272 -3.472
C 2.406 -1.024 -2.638
S 1.468 -2.266 -1.689
C 2.530 -2.891 -0.345
C 1.597 -3.635 0.598
S 0.322 -2.481 1.256
C -1.303 -3.279 1.018
C -2.284 -2.295 0.395
S -1.747 -2.006 -1.325
C -2.403 -0.385 -1.857
C -1.521 0.120 -2.988
S 0.150 0.544 -2.374
H 0.846 -0.924 -4.164
H 1.874 0.508 -4.052
H 2.965 -0.388 -1.956
H 3.110 -1.545 -3.293
H 3.055 -2.063 0.127
H 3.266 -3.579 -0.770
H 2.154 -4.038 1.443
H 1.084 -4.462 0.105
H -1.671 -3.597 1.993
H -1.152 -4.175 0.414
H -2.335 -1.342 0.914
H -3.283 -2.740 0.393
H -2.432 0.274 -0.996
H -3.420 -0.516 -2.235
H -1.961 1.024 -3.407
H -1.410 -0.598 -3.802
C -2.002 4.556 1.588
C -1.459 3.222 2.060
S -0.097 2.573 0.954
O -0.322 1.072 0.738
C 1.508 2.824 1.782
C 1.617 2.058 3.100
H -2.723 4.883 2.337
H -2.566 4.483 0.659
H -1.247 5.340 1.518
H -2.190 2.414 2.076
H -0.939 3.291 3.019
H 1.585 3.913 1.896
H 2.245 2.514 1.039
H 1.001 2.480 3.892
H 2.656 2.145 3.426
H 1.394 0.999 2.994

***

31
Properties=species:S:1:pos:R:3 method="wB97M-V/def2-TZVPD" spin_multiplicity=1 gap_ev=7.95 largest_force_ev_per_a=0.45 charge=+1
C -0.043 -2.355 -2.718
C 1.146 -1.566 -2.198
O 1.081 -0.182 -2.538
C 0.145 0.576 -1.813
C 0.902 1.640 -1.010
O 0.322 1.895 0.311
N 0.812 1.072 1.262
C 0.134 0.018 1.843
C -1.210 -0.424 1.463
Br -1.266 -2.152 0.712
C -2.314 0.304 1.671
C -3.715 -0.070 1.317
Br -2.139 1.958 2.562
N 0.880 -0.505 2.764
N 2.020 0.230 2.774
I 3.507 -0.131 4.107
C 1.993 1.215 1.880
S 3.194 2.432 1.690
H -0.990 -1.892 -2.427
H -0.010 -2.442 -3.806
H -0.026 -3.364 -2.297
H 1.236 -1.679 -1.108
H 2.072 -1.926 -2.649
H -0.543 1.056 -2.516
H -0.454 -0.041 -1.131
H 1.941 1.313 -0.911
H 0.863 2.625 -1.476
H -3.729 -0.854 0.558
H -4.238 -0.437 2.205
H -4.252 0.801 0.938
H 2.679 2.886 0.539

***

8
Properties=species:S:1:pos:R:3 method="wB97M-V/def2-TZVPD" spin_multiplicity=1 gap_ev=8.49 largest_force_ev_per_a=3.82 charge=0 de_lowest_kcal_mol=77.1
C 0.119 -0.004 0.444
C 1.361 0.336 0.028
C -1.294 -0.256 0.044
O 1.196 1.565 -0.210
Br 3.026 -0.525 -0.068
H -1.259 -1.359 -0.114
H -1.337 0.011 -0.966
H -1.813 0.231 0.841

***

84
Properties=species:S:1:pos:R:3 method="wB97M-V/def2-TZVPD" spin_multiplicity=2 gap_ev="6.97 / 6.73" largest_force_ev_per_a=4.40 charge=+3 de_lowest_kcal_mol=68.3 s2=0.7541
Ti -0.487 -0.572 0.392
C -4.879 -1.343 0.836
C -3.527 -1.460 1.080
N -2.712 -0.448 0.881
C -3.207 0.826 0.679
C -4.576 0.913 0.363
N -5.405 -0.115 0.675
C -2.240 1.844 0.747
C -2.322 3.216 0.527
C -1.164 4.033 0.666
C 0.038 3.431 1.212
C 0.078 2.061 1.462
N -1.033 1.263 1.135
C 1.113 1.202 2.035
C 2.387 1.595 2.453
N 3.163 0.710 3.086
C 2.705 -0.491 3.272
C 1.522 -0.998 2.802
N 0.776 -0.099 2.090
C -1.235 5.371 0.106
C -0.434 6.358 0.538
C -0.656 7.648 0.034
N -1.554 7.902 -0.898
C -2.342 6.889 -1.352
C -2.152 5.593 -0.955
H -5.536 -2.216 0.897
H -3.071 -2.466 1.318
H -5.021 1.765 -0.097
H -3.186 3.594 -0.007
H 0.935 4.061 1.522
H 2.733 2.687 2.456
H 3.486 -1.193 3.701
H 1.173 -2.048 2.959
H 0.303 6.120 1.313
H -0.204 8.515 0.408
H -3.117 7.128 -2.062
H -2.706 4.740 -1.427
O 1.171 -0.082 -0.591
S 2.702 -0.475 -0.611
C 2.776 -1.678 -1.964
C 1.796 -2.762 -1.833
C 1.938 -3.531 -0.525
C 0.830 -4.506 -0.134
S -0.802 -3.746 0.315
O -0.330 -2.376 1.096
C -1.189 -4.807 1.702
C -1.470 -4.212 2.906
C -1.744 -5.032 4.008
C -1.626 -6.390 3.902
C -1.295 -7.004 2.704
C -1.157 -6.208 1.595
C 3.554 0.896 -1.373
C 4.966 1.153 -1.262
C 5.628 1.946 -2.166
C 4.896 2.732 -3.071
C 3.514 2.569 -3.139
C 2.873 1.574 -2.345
H 3.812 -2.102 -1.831
H 2.742 -1.141 -2.907
H 1.958 -3.467 -2.649
H 0.766 -2.333 -1.896
H 2.202 -2.860 0.313
H 2.925 -4.050 -0.646
H 1.112 -5.242 0.606
H 0.603 -5.074 -1.049
H -1.443 -3.145 3.050
H -2.064 -4.636 4.970
H -1.826 -7.021 4.743
H -1.132 -8.102 2.752
H -0.848 -6.675 0.685
H 5.430 0.658 -0.387
H 6.688 2.009 -2.107
H 5.406 3.458 -3.689
H 2.879 3.216 -3.746
H 1.779 1.417 -2.259
N -1.695 -1.266 -3.407
C -1.526 -0.191 -2.596
O -1.394 -0.342 -1.326
C -1.472 1.122 -3.215
I -3.571 1.991 -3.254
H -1.772 -2.184 -2.905
H -2.140 -1.082 -4.316
H -1.283 1.181 -4.297
H -0.816 1.788 -2.700

***

17
Properties=species:S:1:pos:R:3 method="wB97M-V/def2-TZVPD" spin_multiplicity=1 gap_ev=9.99 largest_force_ev_per_a=1.30 smiles="CC(=O)NCN.O" charge=0 de_lowest_kcal_mol=16.0
C 2.260 1.103 0.993
C 0.979 0.737 0.248
O 0.390 1.582 -0.419
N 0.554 -0.560 0.262
C -0.680 -0.930 -0.396
N -0.723 -2.366 -0.543
H 2.042 1.980 1.598
H 2.561 0.276 1.631
H 2.997 1.303 0.223
H 1.053 -1.269 0.762
H -1.571 -0.535 0.135
H -0.694 -0.375 -1.345
H -1.609 -2.680 -0.919
H 0.065 -2.696 -1.086
O -2.646 1.288 -0.081
H -3.121 1.269 -0.908
H -1.859 1.872 -0.156